{"formula": "C4H9NO", "method": "ωB97M-V with the def2-TZVPD basis set", "species": ["C", "C", "N", "C", "C", "O", "H", "H", "H", "H", "H", "H", "H", "H", "H"], "coordinates": [[-0.17, -2.26, 0.23], [0.77, -1.07, 0.44], [0.37, 0.11, -0.30], [-0.15, 1.22, 0.31], [-0.50, 2.37, -0.61], [-0.32, 1.28, 1.52], [0.19, -3.13, 0.78], [-0.23, -2.53, -0.83], [-1.18, -2.01, 0.58], [0.78, -0.77, 1.49], [1.79, -1.34, 0.15], [0.46, 0.11, -1.31], [-0.18, 2.23, -1.64], [-0.04, 3.28, -0.21], [-1.58, 2.52, -0.59]], "lowdin_charge": [-0.091, -0.244, 0.035, -0.544, -0.006, 0.035, 0.072, 0.068, 0.076, 0.112, 0.114, 0.132, 0.070, 0.085, 0.086], "smiles": "CCNC(C)=O", "e_tot_ev": -7832.1266, "total_charge": 0, "spin_multiplicity": 1, "molar_mass_da": 87.1, "orbital_gap_ev": 10.56, "homo_ev": -9.6}